No. 1
ORCA calculation (ωB97M-V/def2-TZVPD) on 2 unconnected molecules or ions with the total composition C3H7N4O2 at a distorted geometry.

Geometry as XYZ:
```
16
C3H7N4O2 ωB97M-V/def2-TZVPD
C -0.3025 0.9148 0.0449
C 0.4352 0.0073 0.9909
C 0.9103 -0.6718 -1.0617
N 1.4527 -1.5426 -1.9529
N 0.3196 0.4938 -1.2843
N 1.2487 -0.8653 0.1915
N 1.3169 -1.3718 -3.2109
O 1.1220 -0.2652 -3.6890
O 1.5021 -2.3458 -3.9437
H -1.3515 0.7653 0.1058
H -0.2388 2.0659 0.2200
H 1.0806 0.5745 1.7270
H -0.3398 -0.3258 1.7028
H -0.9726 -1.6047 -0.7778
H -0.1425 0.7287 -2.1178
H 1.1993 -1.9643 0.3196
```

The orbital gap is 5.9 eV. The net charge is -1. For the energy above the lowest of the compared OMol25 structures with the same formula, charge and spin, the calculation gives 2.554 eV. The calculated total energy is -13274.532 eV. The value obtained for the HOMO energy is -2.2 eV.

No. 2
ORCA calculation (ωB97M-V/def2-TZVPD) on a gas-phase ion, C3H7N4S (charge +1) at a distorted geometry.

Geometry as XYZ:
```
15
C3H7N4S ωB97M-V/def2-TZVPD
C 0.4410 -0.6638 1.4353
C -0.0769 0.1693 -0.9317
C -1.5757 0.5798 -0.9361
N 0.6591 1.0904 -1.8626
N 1.6958 1.5808 -1.4627
N 3.7354 0.8568 -0.2563
N 0.6961 0.0882 0.3536
S 2.3878 1.4533 0.0546
H 1.1461 -0.4897 2.2362
H -0.3050 -1.4189 1.6048
H -0.2027 -0.8127 -1.5101
H -2.1603 -0.3368 -0.7808
H -1.8529 1.1295 -1.8450
H -1.8129 1.2892 -0.1748
H 4.2931 0.8647 0.5610
```

The orbital gap is 8.7 eV. The net charge is +1. For the energy above the lowest of the compared OMol25 structures with the same formula, charge and spin, the calculation gives 4.164 eV. The calculated total energy is -20008.497 eV. The value obtained for the HOMO energy is -14.4 eV.

No. 3
ORCA calculation (ωB97M-V/def2-TZVPD) on 2 unconnected molecules or ions with the total composition C3H7N4S at a distorted geometry.

Geometry as XYZ:
```
15
C3H7N4S ωB97M-V/def2-TZVPD
C -1.3411 -0.0668 0.0236
C -1.1451 -1.1222 -1.0036
C 0.0068 1.7118 1.1897
N 2.5134 -1.2202 -0.1104
N 2.1801 -0.4214 0.6035
N 0.7969 0.4276 -0.6072
N -0.2469 0.6146 0.2043
S 0.4360 -0.6768 -1.8185
H -2.2328 0.1214 0.6619
H -1.1056 -2.2810 -0.6572
H -2.0083 -1.0757 -1.8435
H 0.6700 1.1824 1.9867
H -0.8723 1.8623 1.8068
H 0.2761 2.5520 0.6360
H 2.0728 -1.6079 -1.0722
```

The orbital gap (alpha / beta) is 7.9 / 7.9 eV. The net charge is +1. For the energy above the lowest of the compared OMol25 structures with the same formula, charge and spin, the calculation gives 4.064 eV. The calculated total energy is -20008.597 eV. The value obtained for the HOMO energy (alpha / beta) is -12.7 / -12.7 eV.